Record 1
Computed, not measured: a structure of composition C24H74CaN12O6P4 at a distorted geometry, with the ωB97M-V functional and the def2-TZVPD basis.

Summary:
M: 790.908 g mol⁻¹
relative energy (zero: lowest compared OMol25 entry of this formula, charge and spin): 587.3 kJ/mol

Structure (XYZ):
```
121
C24H74CaN12O6P4 (the ωB97M-V functional and the def2-TZVPD basis)
Ca 7.58575 -14.35142 19.84483
O 5.70810 -13.78848 20.91887
H 5.19720 -13.00044 21.18808
O 8.41163 -14.88799 17.85693
H 7.99721 -15.39184 17.12965
O 14.65715 -16.13025 14.48550
P 14.10923 -15.55048 15.73446
N 15.07256 -15.96674 17.13259
C 14.75129 -15.36187 18.42018
C 16.38524 -16.64898 16.88001
N 12.63206 -16.20856 16.18422
C 11.64284 -15.63255 17.09456
C 12.29712 -17.58609 15.96957
N 14.06586 -13.86877 15.71635
C 12.85671 -13.28264 15.16861
C 15.26186 -13.07110 15.58733
H 15.17295 -15.90214 19.26777
H 13.68453 -15.34229 18.64319
H 14.98514 -14.29844 18.47054
H 16.92937 -15.85491 16.36867
H 16.20207 -17.56829 16.32374
H 16.98450 -16.98284 17.72709
H 10.66572 -15.59420 16.61304
H 11.33391 -16.20691 17.96793
H 11.93681 -14.64486 17.44974
H 12.18039 -18.13015 16.90684
H 11.36795 -17.80827 15.44480
H 12.99474 -18.12306 15.32685
H 12.31081 -13.93574 14.48776
H 12.29664 -13.01720 16.06525
H 13.06435 -12.27410 14.81106
H 15.37546 -12.74929 14.55214
H 16.18460 -13.50112 15.97687
H 15.17777 -12.12118 16.11522
O 7.46267 -16.62642 20.49344
P 7.26113 -18.04169 20.05327
N 6.32501 -18.91639 21.20565
C 5.75936 -18.26074 22.44801
C 6.01206 -20.39868 21.15374
N 8.63560 -19.05690 19.72967
C 9.57882 -19.44057 20.78792
C 9.28411 -18.92294 18.42581
N 6.26112 -18.13676 18.68236
C 5.50315 -17.01458 18.35443
C 6.07491 -19.43145 17.88748
H 5.94463 -18.87486 23.32928
H 4.74809 -17.86339 22.36126
H 6.30530 -17.31933 22.50973
H 6.70252 -20.91454 21.82101
H 6.04237 -20.81305 20.14603
H 4.95243 -20.56052 21.35144
H 9.84206 -20.48101 20.59745
H 10.49208 -18.84553 20.78971
H 8.92689 -19.36281 21.65799
H 10.03144 -18.13249 18.49502
H 9.85735 -19.80817 18.15039
H 8.50215 -18.65546 17.71510
H 6.24771 -16.33606 17.93808
H 4.84229 -17.26622 17.52494
H 5.05473 -16.55098 19.23312
H 6.06012 -19.35065 16.80058
H 5.11135 -19.87632 18.13596
H 6.87165 -20.12716 18.15068
O 9.33438 -14.55560 21.66245
P 10.21449 -13.97811 22.66264
N 10.88932 -15.15656 23.77607
C 10.10177 -16.47343 23.99103
C 11.92914 -14.76352 24.69076
N 9.23811 -12.86488 23.63873
C 7.83047 -12.56260 23.30543
C 9.98111 -11.68368 24.32510
N 11.63854 -13.29273 22.02963
C 11.85644 -11.82646 21.95256
C 12.25844 -14.02204 20.99916
H 9.67650 -16.79506 23.04035
H 9.28391 -16.25496 24.67768
H 10.66764 -17.32733 24.36352
H 12.33381 -15.53041 25.35124
H 11.78631 -13.85747 25.27964
H 12.82803 -14.52885 24.12067
H 7.43628 -11.74406 23.90769
H 7.72685 -12.58374 22.22058
H 7.35174 -13.47602 23.65838
H 9.49078 -11.73311 25.29734
H 11.00908 -11.93868 24.58270
H 9.64046 -10.74603 23.88591
H 12.91935 -11.70682 21.74277
H 11.13970 -11.28897 21.33170
H 11.97919 -11.31706 22.90835
H 13.32412 -13.79414 21.02121
H 11.98254 -13.69552 19.99648
H 12.12241 -15.09786 21.10965
O 8.24256 -12.01835 19.57741
P 8.18388 -10.78918 18.79805
N 8.34325 -9.28794 19.75325
C 9.21705 -9.34157 20.88991
C 7.18810 -8.53328 19.96585
N 6.83916 -10.79700 17.74814
C 5.83755 -11.88762 17.72564
C 6.59781 -9.83615 16.87758
N 9.56890 -10.67478 17.86683
C 9.89193 -9.48650 17.18472
C 10.39111 -11.83103 17.48990
H 9.12901 -10.33939 21.31973
H 8.87361 -8.54030 21.54420
H 10.25899 -9.10211 20.67751
H 6.90996 -8.53608 21.01977
H 6.36463 -8.78814 19.29874
H 7.54599 -7.54358 19.68210
H 6.23066 -12.89383 17.87090
H 5.10341 -11.85162 18.53053
H 5.30874 -11.86357 16.77281
H 7.32658 -9.05689 17.10061
H 6.64509 -10.10461 15.82222
H 5.64958 -9.36825 17.14221
H 9.88593 -9.70585 16.11703
H 9.48784 -8.52263 17.49416
H 10.92646 -9.19027 17.35812
H 9.82984 -12.75703 17.36502
H 11.00141 -12.06862 18.36122
H 10.90958 -11.63788 16.55076
```

Atomic partial charges in e from the Mulliken method, atoms 1 to 99:
1. Ca 1.5465
2. O -0.9170
3. H -0.0431
4. O -0.8589
5. H -0.0407
6. O -0.8885
7. P 0.2470
8. N 0.2889
9. C -0.6333
10. C -0.9226
11. N 0.4704
12. C -1.2385
13. C -1.2003
14. N 0.5826
15. C -1.3513
16. C -1.0802
17. H 0.4217
18. H -0.0168
19. H 0.2459
20. H 0.3120
21. H 0.2404
22. H 0.3336
23. H 0.4690
24. H 0.0825
25. H 0.1476
26. H 0.3817
27. H 0.3658
28. H 0.3868
29. H 0.3475
30. H 0.3254
31. H 0.5470
32. H 0.3739
33. H 0.2400
34. H 0.3741
35. O -0.3733
36. P 0.0819
37. N 0.4603
38. C -0.7916
39. C -1.0762
40. N 0.1389
41. C -1.0117
42. C -0.7529
43. N 0.2487
44. C -0.9820
45. C -1.2394
46. H 0.3180
47. H 0.2802
48. H 0.0656
49. H 0.3395
50. H 0.2221
51. H 0.3976
52. H 0.2947
53. H 0.2431
54. H 0.3609
55. H 0.1740
56. H 0.3343
57. H 0.2964
58. H 0.0731
59. H 0.4300
60. H 0.2425
61. H 0.3745
62. H 0.3338
63. H 0.4950
64. O 0.2027
65. P -1.0692
66. N 0.4721
67. C -0.8026
68. C -0.9401
69. N 0.2531
70. C -1.1121
71. C -1.2308
72. N 0.4522
73. C -1.3400
74. C -1.0916
75. H 0.1046
76. H 0.3370
77. H 0.3840
78. H 0.4233
79. H 0.2371
80. H 0.2930
81. H 0.3867
82. H 0.2788
83. H 0.3891
84. H 0.4106
85. H 0.4504
86. H 0.2750
87. H 0.4665
88. H 0.4097
89. H 0.3541
90. H 0.4771
91. H 0.1480
92. H 0.4364
93. O 0.2227
94. P -0.9160
95. N 0.3011
96. C -0.5506
97. C -1.1527
98. N 0.5719
99. C -0.8444

=====

Record 2
Computed, not measured: a cluster of 2 separate species, C4H14N2O2 in total at a distorted geometry, with the ωB97M-V functional and the def2-TZVPD basis.

Summary:
M: 122.168 g mol⁻¹
relative energy (zero: lowest compared OMol25 entry of this formula, charge and spin): 224.8 kJ/mol

Structure (XYZ):
```
22
C4H14N2O2 (the ωB97M-V functional and the def2-TZVPD basis)
C 0.22855 2.01569 -1.04092
N 1.40840 1.15621 -1.12881
C 1.21192 0.15514 -2.63421
O 1.12295 0.90718 -3.63763
H 0.28936 2.72593 -1.85764
H 0.16220 2.49746 -0.06639
H -0.66581 1.41300 -1.19148
H 2.24089 1.69638 -1.35594
H 1.60193 0.45854 -0.40627
H 0.30849 -0.38915 -2.29045
H 2.13361 -0.45183 -2.51970
N 0.57553 -1.03721 0.67267
C -0.61457 -0.49001 1.31326
C -1.37458 -1.41369 2.24514
O -2.66211 -0.80830 2.43610
H 0.32058 -1.73914 -0.01479
H 1.11905 -1.54045 1.36212
H -1.33465 -0.20459 0.54277
H -0.37974 0.44158 1.83108
H -1.51183 -2.40846 1.81542
H -0.90396 -1.49880 3.22812
H -3.27620 -1.48549 2.69755
```

Need the Mulliken charges? In units of e they are:
1. C -0.8499
2. N -0.3710
3. C -0.1707
4. O -0.6854
5. H 0.3521
6. H 0.3184
7. H 0.2719
8. H 0.3107
9. H 0.3702
10. H 0.2000
11. H 0.2750
12. N -0.5240
13. C -0.4186
14. C -0.4877
15. O -0.5121
16. H 0.2482
17. H 0.2194
18. H 0.2616
19. H 0.2567
20. H 0.3592
21. H 0.2745
22. H 0.3015

=====

Record 3
Computed, not measured: the ion C5H8BrN2O2S with charge +1 at a distorted geometry, with the ωB97M-V functional and the def2-TZVPD basis.

Summary:
M: 240.102 g mol⁻¹
net charge: +1
relative energy (zero: lowest compared OMol25 entry of this formula, charge and spin): 404.6 kJ/mol

Structure (XYZ):
```
19
C5H8BrN2O2S (the ωB97M-V functional and the def2-TZVPD basis)
C 1.66725 -0.73010 -2.06985
C -1.61439 1.00001 -2.15600
C -0.30625 0.20392 -0.33650
C 1.32859 -0.25138 1.49562
C -1.10199 -0.22470 1.85416
N -1.52015 0.42632 -0.86776
N -0.00045 -0.18322 0.88069
O 2.04562 1.59384 -0.53092
O 0.78942 -1.49159 -2.27699
S 1.05417 0.96572 -1.41237
Br -3.22919 0.89097 -2.97804
H 2.70791 -0.61884 -2.30036
H 1.69563 -1.16204 1.33896
H 1.86732 0.49332 1.08299
H 1.04584 -0.20039 2.51294
H -1.20147 -1.27690 2.06362
H -0.84265 0.41929 2.56009
H -2.13813 0.02906 1.39403
H -2.24709 0.11671 -0.25430
```

Need the Mulliken charges? In units of e they are:
1. C 0.1600
2. C -0.1779
3. C 0.8311
4. C -1.0273
5. C -1.0638
6. N -0.0192
7. N -0.1113
8. O -0.5972
9. O -0.3569
10. S 0.4093
11. Br 0.0419
12. H 0.4250
13. H 0.3714
14. H 0.5350
15. H 0.3886
16. H 0.3925
17. H 0.4067
18. H 0.3194
19. H 0.0726

=====

Record 4
Computed, not measured: a cluster of 2 separate species, C5H9NO in total at a distorted geometry, with the ωB97M-V functional and the def2-TZVPD basis.

Summary:
M: 99.133 g mol⁻¹
relative energy (zero: lowest compared OMol25 entry of this formula, charge and spin): 414.1 kJ/mol

Structure (XYZ):
```
16
C5H9NO (the ωB97M-V functional and the def2-TZVPD basis)
C 0.79440 1.12946 0.02278
C 0.27465 -0.06106 -0.04302
C -2.39476 0.21965 0.08531
C 2.27170 1.45213 0.00305
C 0.70899 -1.45435 -0.21135
N -2.98251 -0.94721 0.23535
O -2.77187 1.34891 -0.01071
H 0.14298 1.99096 0.09887
H 2.86369 0.56319 0.20653
H 2.55329 1.84702 -0.97321
H 2.49489 2.20895 0.75290
H 1.08961 -1.86156 0.72715
H -0.11678 -2.08700 -0.54586
H 1.49955 -1.51735 -0.96540
H -2.43434 -1.78765 0.31329
H -3.99350 -1.04410 0.30432
```

Need the Mulliken charges? In units of e they are:
1. C -0.0068
2. C -0.0137
3. C 0.3299
4. C -1.1151
5. C -1.0266
6. N -0.2729
7. O -0.4682
8. H 0.3397
9. H 0.3314
10. H 0.2591
11. H 0.3145
12. H 0.2699
13. H 0.2576
14. H 0.3480
15. H 0.2106
16. H 0.2426

=====

Record 5
Computed, not measured: a cluster of 2 separate species, C11H14N2O in total at a distorted geometry, with the ωB97M-V functional and the def2-TZVPD basis.

Summary:
M: 190.246 g mol⁻¹
net charge: +1
relative energy (zero: lowest compared OMol25 entry of this formula, charge and spin): 163.9 kJ/mol
2S+1: 2

Structure (XYZ):
```
28
C11H14N2O (the ωB97M-V functional and the def2-TZVPD basis)
C 2.31745 -0.27652 2.17592
C -1.06679 -1.27484 0.61263
C -1.94216 -0.58831 1.48819
C 0.31065 -1.23718 0.79388
C 0.87164 -0.61766 1.90744
C -1.40861 0.02043 2.65795
C -0.05968 -0.04070 2.82045
O -3.21132 -0.61972 1.17839
H -1.27652 -1.74721 -0.33507
H 0.87421 -1.70080 -0.00626
H -2.07386 0.41787 3.41099
H -3.80888 -0.20632 1.83037
H 2.49910 -0.47613 3.23354
H 2.42233 0.78758 1.98145
H 0.29485 0.54579 3.66268
H 2.98796 -0.87713 1.58376
C 2.77319 1.16381 -2.30369
C 0.39852 1.56183 -1.59397
C 1.33607 0.84846 -2.29340
C -0.53383 -0.14095 -2.63296
N -0.83002 0.99831 -1.89548
N 0.72814 -0.23531 -2.88720
H 0.43064 2.57311 -1.22012
H -1.77528 1.20208 -1.59322
H 3.07455 1.37494 -1.27774
H 3.13748 1.92817 -2.99282
H -1.28860 -0.81748 -3.00123
H 3.39316 0.34138 -2.68515
```

Need the Mulliken charges? In units of e they are:
1. C -1.4344
2. C -0.5500
3. C 0.9435
4. C -0.0933
5. C 0.4338
6. C -0.7822
7. C -0.3865
8. O -0.4120
9. H 0.4741
10. H 0.4110
11. H 0.3682
12. H 0.3697
13. H 0.4576
14. H 0.3524
15. H 0.3867
16. H 0.3939
17. C -1.1666
18. C -0.5658
19. C 0.7775
20. C -0.4343
21. N -0.0035
22. N -0.5515
23. H 0.4305
24. H 0.1969
25. H 0.2587
26. H 0.3119
27. H 0.4808
28. H 0.3329

=====

Record 6
Computed, not measured: a structure of composition C7H4MnN2O4 at a distorted geometry, with the ωB97M-V functional and the def2-TZVPD basis.

Summary:
M: 235.057 g mol⁻¹
net charge: +3
relative energy (zero: lowest compared OMol25 entry of this formula, charge and spin): 0.0 kJ/mol
2S+1: 5

Structure (XYZ):
```
18
C7H4MnN2O4 (the ωB97M-V functional and the def2-TZVPD basis)
O 1.92847 2.09182 1.08706
C 1.20748 1.18229 1.17832
Mn -0.15850 -0.05239 1.01630
O 1.99793 -0.38598 -4.57398
C 1.60788 0.17980 -3.65719
C -1.19047 1.42227 0.62595
O -1.81105 2.35630 0.32714
C -1.56346 -0.94952 0.19498
O -2.46855 -1.27125 -0.47392
N 1.34782 -3.71699 1.76514
C 2.46361 -2.98600 2.16803
C 2.17233 -1.67538 1.92101
N 0.85439 -1.59240 1.41974
C 0.42292 -2.87001 1.28943
H 1.23223 -4.72617 1.81006
H 3.33727 -3.44325 2.59556
H 2.77517 -0.80054 2.08459
H -0.53678 -3.19520 0.91897
```

Need the Mulliken charges? In units of e they are:
1. O -0.0394
2. C 0.4614
3. Mn 0.2869
4. O -0.1063
5. C 0.1115
6. C 0.5570
7. O -0.0094
8. C 0.4606
9. O -0.0512
10. N 0.0721
11. C -0.3576
12. C 0.0277
13. N 0.1297
14. C -0.1485
15. H 0.2873
16. H 0.4325
17. H 0.4861
18. H 0.3999